Version A
Entry from OMol25: 15 unconnected molecules or ions with the total composition H30O15 (ωB97M-V/def2-TZVPD).

The geometry in XYZ format:
```
45
Properties=species:S:1:pos:R:3:lowdin_charge:R:1
H 4.286 1.369 -2.033 0.056
O 0.496 3.740 -2.690 -0.061
O -3.109 -3.095 0.802 -0.021
H 4.303 0.245 -1.046 -0.004
O -3.949 0.052 1.932 -0.041
H -3.019 -1.705 -0.995 -0.049
H 3.194 0.823 2.360 0.050
H 0.177 -0.356 0.190 0.003
O 0.737 -3.334 -1.977 -0.047
H -3.392 -3.876 1.284 0.062
H -0.780 -0.096 1.351 0.096
H -4.044 -0.348 2.820 0.084
O 5.070 -1.579 1.730 -0.010
H 0.525 4.421 -0.777 -0.031
H 2.952 -3.838 0.475 0.025
H -3.078 3.171 1.590 0.033
H 0.164 2.860 -2.611 0.001
O 0.852 4.056 0.035 -0.107
H -1.279 1.848 -0.002 0.053
H -3.728 -0.703 1.391 0.005
O 4.030 1.137 2.811 -0.047
H 0.309 4.063 -3.607 0.074
O -5.552 -0.948 -0.781 -0.072
O -1.208 1.963 -1.008 -0.087
H 2.310 0.246 0.309 0.017
H 2.452 1.069 -1.014 0.056
H 0.667 4.888 0.636 0.095
O -2.508 -1.631 -1.783 -0.057
O 3.276 -3.401 -0.318 -0.071
H -5.703 -0.376 -1.551 0.047
H -3.315 1.714 1.949 -0.098
O 1.825 0.577 -0.443 -0.050
O -0.052 0.346 0.774 -0.102
H 0.971 -4.100 -1.432 0.037
H -2.171 -3.094 0.922 0.028
O 4.719 0.495 -1.870 -0.052
H -4.535 -1.009 -0.858 0.029
H 4.760 -2.423 1.787 -0.038
H 2.650 -2.601 -0.272 0.062
H -1.922 1.337 -1.184 0.024
H -1.725 -2.315 -1.707 0.077
O -3.697 2.512 1.888 -0.017
H 3.918 2.071 2.793 0.023
H -0.175 -3.191 -1.645 0.010
H 4.296 -0.986 1.772 0.012
```

**Frontier orbital gap**: 9.64 eV
**LUMO energy**: -0.040 hartree
**Charge**: 0



Version B
Entry from OMol25: 15 unconnected molecules or ions with the total composition H30O15 (ωB97M-V/def2-TZVPD).

The geometry in XYZ format:
```
45
Properties=species:S:1:pos:R:3:lowdin_charge:R:1
H 0.771 3.321 1.244 0.019
O 4.710 -1.568 -1.755 -0.026
O -1.292 2.228 -2.459 -0.096
O -4.254 1.470 -1.228 -0.111
H 3.419 1.270 -1.384 0.028
H 4.493 -1.132 -0.912 0.033
H -0.831 0.956 3.862 0.055
H 4.504 -2.444 -1.585 -0.016
H 2.156 2.729 -1.794 -0.061
H 0.640 4.789 1.469 0.088
H -3.785 -2.027 -0.273 0.076
H 2.203 0.342 -1.750 0.090
O -3.990 -0.879 3.436 -0.038
H -2.372 -2.792 -0.491 -0.019
H -0.690 -0.838 -0.384 -0.018
H -0.711 2.861 -2.875 0.021
H -2.386 0.374 -3.063 0.091
O -2.470 0.166 -2.091 -0.116
O 1.325 3.032 -1.667 -0.017
H -5.013 1.147 -1.666 -0.008
H 0.558 -1.184 -0.984 0.049
H -3.862 -0.323 2.733 -0.030
O 0.815 -3.552 -1.810 -0.046
H -4.345 -1.775 3.187 0.068
O 0.458 4.097 0.768 -0.067
H -3.162 -1.890 1.231 0.000
O 2.943 0.940 -2.142 -0.068
O -3.925 -2.037 0.720 -0.040
H -0.902 -2.581 -0.437 0.007
H -3.546 1.473 -1.990 0.045
H 0.776 -3.305 -0.830 0.063
H 0.987 -4.447 -1.927 0.005
H -1.397 2.769 -1.590 0.105
H 3.444 -1.883 2.512 0.041
O 2.356 1.610 2.841 -0.047
O 0.151 0.939 3.844 -0.081
O -1.605 -2.915 -1.023 -0.040
H 4.364 -2.730 1.655 0.027
H 0.411 0.517 3.020 0.012
H 1.163 3.022 -0.717 0.005
O 0.203 -0.849 -0.136 -0.023
H 3.283 1.628 2.782 0.014
O 4.384 -2.119 2.404 -0.065
H -2.211 -0.749 -2.220 0.032
H 2.230 2.339 3.474 0.061
```

**Frontier orbital gap**: 9.71 eV
**LUMO energy**: -0.016 hartree
**Charge**: 0



The data favor version A; the next most stable structure lies 0.0038 hartree above it.